1.
{"formula": "C5H10O2", "method": "ωB97M-V/def2-TZVPD", "symbols": ["H", "O", "C", "H", "C", "H", "H", "H", "H", "O", "H", "C", "C", "H", "H", "H", "C"], "positions_angstrom": [[-0.964, 0.404, -1.645], [-0.989, -1.299, 1.240], [1.013, -0.557, 0.175], [2.818, -0.054, -0.841], [-0.491, -0.307, 0.377], [-1.782, 1.248, 1.106], [-0.268, 1.886, 0.437], [-2.309, -0.339, -0.759], [1.338, 0.240, -1.798], [1.551, -1.442, 0.813], [1.768, 1.346, -0.494], [-1.235, -0.405, -0.958], [1.785, 0.295, -0.800], [-1.042, -1.368, -1.444], [-0.210, -1.799, 1.541], [-0.278, 1.082, 2.029], [-0.706, 1.070, 1.022]], "forces_ev_per_angstrom": [[0.0, -0.1, 0.1], [0.1, -0.1, 0.1], [0.1, -0.2, 0.2], [-0.1, 0.0, 0.0], [0.0, 0.2, -0.2], [0.1, 0.0, 0.0], [-0.1, -0.1, 0.0], [0.1, 0.0, 0.0], [0.1, 0.0, 0.1], [-0.2, 0.3, -0.2], [0.0, -0.1, 0.0], [0.0, 0.0, -0.1], [0.0, 0.0, 0.0], [0.0, 0.1, 0.1], [-0.1, 0.0, 0.0], [0.0, 0.0, -0.1], [0.0, 0.1, 0.0]], "e_above_lowest_ev": 0.755, "smiles": "CC(=O)C(C)(C)O", "multiplicity": 1, "total_energy_ev": -9442.28817, "homo_ev": -10.104}



2.
{"formula": "C39H43As2MnN7O10", "method": "ωB97M-V/def2-TZVPD", "symbols": ["C", "H", "C", "N", "H", "H", "O", "C", "O", "O", "H", "C", "C", "H", "C", "H", "H", "C", "C", "H", "H", "H", "C", "H", "H", "H", "H", "O", "C", "C", "H", "H", "C", "O", "H", "C", "C", "H", "C", "H", "C", "H", "O", "H", "H", "H", "C", "H", "N", "N", "H", "As", "H", "H", "C", "C", "C", "C", "C", "C", "C", "As", "C", "H", "O", "H", "C", "O", "H", "N", "O", "C", "H", "N", "H", "C", "H", "H", "O", "C", "C", "N", "H", "C", "H", "H", "C", "H", "C", "H", "N", "H", "C", "C", "C", "H", "H", "C", "Mn", "H", "C", "C"], "positions_angstrom": [[-6.417, -1.248, -2.018], [-6.481, -2.326, -2.157], [-1.541, -2.376, 1.171], [1.818, -0.345, 0.772], [-2.700, 0.502, -7.181], [4.167, 1.561, -3.936], [1.091, 1.634, -5.985], [1.342, 2.524, 4.865], [0.917, 3.248, -2.434], [-4.808, 1.662, -4.473], [-6.824, 1.311, -4.845], [-1.884, 3.237, -2.074], [-0.037, 0.402, -4.308], [0.113, 0.450, 5.611], [0.659, -2.108, 1.788], [3.144, 2.820, -4.686], [3.207, -3.038, -2.849], [0.042, -0.580, -3.415], [0.621, -3.261, 2.557], [-1.402, -3.217, -3.830], [-5.943, 2.085, -6.171], [-1.546, -0.729, -6.627], [3.371, 1.756, -4.647], [1.609, 4.400, 3.828], [3.057, 3.765, 4.625], [-2.378, -2.007, 0.587], [6.224, 0.895, 0.116], [2.236, 1.035, -4.152], [-4.107, -1.220, -2.367], [-6.048, 2.035, -5.088], [1.527, -3.553, 3.069], [-4.775, 2.043, -0.797], [-1.659, -3.535, 1.915], [-3.972, -2.006, -1.456], [-2.013, -3.674, -2.217], [-3.719, 2.153, -1.005], [-0.530, 0.965, 4.889], [-0.624, -0.891, 3.804], [2.555, 2.818, 2.744], [-7.283, -0.756, -2.449], [1.324, -1.216, -2.977], [-0.265, -3.519, -2.487], [2.087, -1.675, -3.963], [-0.949, 0.781, -7.372], [4.521, -0.538, 1.204], [-1.437, 3.982, -2.716], [-2.813, 1.273, -0.446], [3.109, 3.014, -1.940], [0.307, 1.850, 4.085], [1.318, 2.459, 2.083], [-2.252, -0.044, 2.114], [-1.652, 1.251, -5.004], [1.305, 2.323, 1.083], [-0.612, -4.892, 3.216], [0.466, 2.419, -1.641], [2.873, 0.407, 0.234], [-0.555, -3.985, 2.628], [0.348, 1.757, 2.723], [1.156, 1.081, -4.914], [-1.039, 2.324, -1.458], [-1.245, -3.126, -2.758], [-1.309, -1.252, -2.180], [5.174, 1.044, -0.106], [0.854, 3.040, 5.697], [2.952, -1.727, 2.267], [-2.350, 1.486, 2.982], [-1.274, -0.044, 4.035], [-4.914, -0.291, -5.581], [3.635, 1.404, -5.644], [-0.413, -1.663, 1.110], [-5.287, -0.720, -2.721], [-3.044, 0.147, -4.154], [3.182, 1.936, 2.930], [1.083, 1.540, -0.844], [-1.232, 1.581, 5.462], [1.962, -1.341, 1.639], [3.109, 3.486, 2.086], [2.000, 1.760, 5.299], [1.561, -1.367, -1.804], [-4.367, 0.444, -4.807], [4.785, 2.045, -0.982], [-1.497, 1.344, -0.668], [-2.598, -4.072, 1.925], [2.174, 3.492, 4.047], [-6.341, -1.032, -0.953], [-2.139, -0.420, 4.586], [4.225, 0.231, 0.507], [-3.928, 3.843, -2.321], [-1.716, 0.339, -6.743], [-6.293, 3.013, -4.685], [-0.525, 1.099, 2.008], [3.868, -2.511, -4.427], [-2.935, -0.667, -3.106], [-1.690, 0.638, 2.744], [3.436, 2.236, -1.268], [3.912, -1.421, -3.003], [-3.148, 0.458, 0.185], [2.478, 1.420, -0.679], [0.028, 0.157, 0.114], [5.526, 2.688, -1.441], [-3.245, 3.150, -1.847], [3.352, -2.197, -3.525]], "forces_ev_per_angstrom": [[-0.1, 0.0, 0.0], [0.0, 0.0, 0.0], [0.0, 0.0, 0.0], [0.1, 0.1, -0.2], [0.0, 0.0, 0.0], [0.0, 0.0, 0.0], [0.0, 0.2, -0.1], [0.0, 0.0, 0.0], [0.0, -0.1, 0.0], [0.0, 0.1, -0.1], [0.0, 0.0, 0.0], [0.1, 0.0, 0.0], [0.0, 0.0, 0.1], [0.0, 0.0, 0.0], [0.0, 0.0, 0.0], [0.0, 0.0, 0.0], [0.0, 0.0, 0.0], [0.1, 0.0, 0.0], [0.0, 0.0, 0.0], [0.0, 0.0, 0.0], [0.0, 0.0, 0.0], [0.0, 0.0, 0.0], [0.0, 0.0, -0.1], [0.0, 0.0, 0.0], [0.0, 0.0, 0.0], [0.0, 0.0, 0.0], [0.0, 0.0, 0.0], [0.1, 0.1, 0.1], [0.1, 0.3, 0.0], [-0.1, 0.0, 0.0], [0.0, 0.0, 0.0], [0.0, 0.0, 0.0], [0.0, 0.0, 0.0], [0.0, -0.2, 0.1], [0.0, 0.0, 0.0], [0.0, 0.0, 0.0], [0.0, 0.0, 0.0], [0.0, 0.0, 0.0], [0.0, 0.0, 0.0], [0.0, 0.0, 0.0], [-0.1, 0.2, -0.1], [0.0, 0.0, 0.0], [0.0, -0.1, 0.0], [0.0, 0.0, 0.0], [0.0, 0.0, 0.0], [0.0, 0.0, 0.0], [0.0, 0.0, 0.0], [0.0, 0.0, 0.0], [0.0, 0.0, 0.0], [-0.1, -0.1, 0.1], [-0.1, -0.1, 0.0], [0.0, 0.1, 0.0], [0.1, 0.0, 0.0], [0.0, 0.0, 0.0], [0.0, 0.0, 0.0], [-0.1, 0.0, 0.0], [0.0, 0.0, -0.1], [0.0, 0.1, -0.1], [-0.1, -0.3, 0.0], [0.1, 0.0, 0.0], [0.0, 0.0, 0.0], [0.0, -0.1, -0.3], [0.0, 0.1, 0.0], [0.0, 0.0, 0.0], [0.0, 0.0, 0.0], [0.0, 0.0, 0.0], [0.0, -0.1, 0.0], [0.0, 0.0, -0.2], [0.0, 0.0, 0.0], [0.0, 0.0, 0.0], [-0.1, 0.0, 0.0], [0.0, 0.1, -0.1], [0.0, 0.0, 0.0], [-0.1, 0.0, -0.1], [0.0, 0.0, 0.0], [0.0, -0.1, 0.1], [0.0, 0.0, 0.0], [0.0, 0.0, 0.0], [0.1, -0.2, 0.0], [0.2, -0.1, 0.3], [0.0, -0.1, 0.0], [-0.4, 0.1, 0.0], [0.0, 0.0, 0.0], [0.1, 0.0, 0.0], [0.0, 0.0, 0.0], [0.0, 0.0, 0.0], [0.1, 0.0, 0.1], [0.0, 0.0, 0.0], [0.0, 0.0, 0.0], [0.0, 0.0, 0.0], [0.0, -0.1, 0.0], [0.0, 0.0, 0.0], [0.0, -0.1, 0.1], [0.1, 0.1, 0.1], [0.0, 0.0, 0.0], [0.0, 0.0, 0.0], [0.0, 0.0, 0.0], [-0.1, 0.0, 0.0], [0.2, 0.1, 0.5], [0.0, 0.0, 0.0], [0.0, 0.0, 0.0], [0.1, 0.0, 0.0]], "e_above_lowest_ev": 0.000, "multiplicity": 2, "s2": 1.0766, "total_energy_ev": -225046.00337, "homo_ev": [-6.640, -6.872]}



What did the first record say?
{"formula": "C5H10O2", "method": "ωB97M-V/def2-TZVPD", "symbols": ["H", "O", "C", "H", "C", "H", "H", "H", "H", "O", "H", "C", "C", "H", "H", "H", "C"], "positions_angstrom": [[-0.964, 0.404, -1.645], [-0.989, -1.299, 1.240], [1.013, -0.557, 0.175], [2.818, -0.054, -0.841], [-0.491, -0.307, 0.377], [-1.782, 1.248, 1.106], [-0.268, 1.886, 0.437], [-2.309, -0.339, -0.759], [1.338, 0.240, -1.798], [1.551, -1.442, 0.813], [1.768, 1.346, -0.494], [-1.235, -0.405, -0.958], [1.785, 0.295, -0.800], [-1.042, -1.368, -1.444], [-0.210, -1.799, 1.541], [-0.278, 1.082, 2.029], [-0.706, 1.070, 1.022]], "forces_ev_per_angstrom": [[0.0, -0.1, 0.1], [0.1, -0.1, 0.1], [0.1, -0.2, 0.2], [-0.1, 0.0, 0.0], [0.0, 0.2, -0.2], [0.1, 0.0, 0.0], [-0.1, -0.1, 0.0], [0.1, 0.0, 0.0], [0.1, 0.0, 0.1], [-0.2, 0.3, -0.2], [0.0, -0.1, 0.0], [0.0, 0.0, -0.1], [0.0, 0.0, 0.0], [0.0, 0.1, 0.1], [-0.1, 0.0, 0.0], [0.0, 0.0, -0.1], [0.0, 0.1, 0.0]], "e_above_lowest_ev": 0.755, "smiles": "CC(=O)C(C)(C)O", "multiplicity": 1, "total_energy_ev": -9442.28817, "homo_ev": -10.104}